[1]
{
  "formula": "C30H60Cl30",
  "method": "ωB97M-V with the def2-TZVPD basis set",
  "relative_energy_ev": 1.284,
  "species": ["Cl", "C", "C", "Cl", "H", "H", "H", "H", "Cl", "C", "C", "Cl", "H", "H", "H", "H", "Cl", "C", "C", "Cl", "H", "H", "H", "H", "Cl", "C", "C", "Cl", "H", "H", "H", "H", "Cl", "C", "C", "Cl", "H", "H", "H", "H", "Cl", "C", "C", "Cl", "H", "H", "H", "H", "Cl", "C", "C", "Cl", "H", "H", "H", "H", "Cl", "C", "C", "Cl", "H", "H", "H", "H", "Cl", "C", "C", "Cl", "H", "H", "H", "H", "Cl", "C", "C", "Cl", "H", "H", "H", "H", "Cl", "C", "C", "Cl", "H", "H", "H", "H", "Cl", "C", "C", "Cl", "H", "H", "H", "H", "Cl", "C", "C", "Cl", "H", "H", "H", "H", "Cl", "C", "C", "Cl", "H", "H", "H", "H", "Cl", "C", "C", "Cl", "H", "H", "H", "H"],
  "positions_angstrom": [[-0.926, -3.526, 1.600], [-1.342, -2.525, 3.047], [-2.315, -3.068, 4.118], [-1.803, -4.536, 4.984], [-1.664, -1.554, 2.672], [-0.412, -2.323, 3.578], [-3.340, -3.118, 3.752], [-2.451, -2.368, 4.942], [5.403, 0.431, -4.198], [4.983, 2.218, -4.114], [4.999, 2.932, -2.770], [3.842, 2.171, -1.615], [4.011, 2.398, -4.573], [5.680, 2.796, -4.721], [4.796, 3.995, -2.903], [5.968, 2.802, -2.289], [3.378, 1.621, 2.081], [4.020, 3.291, 2.275], [5.358, 3.374, 2.986], [5.196, 3.326, 4.760], [3.222, 3.893, 2.709], [4.119, 3.646, 1.249], [5.903, 4.293, 2.770], [6.043, 2.566, 2.725], [-3.866, -1.244, 0.632], [-4.882, -1.673, -0.691], [-4.008, -2.243, -1.806], [-5.167, -2.712, -3.007], [-5.335, -0.740, -1.026], [-5.753, -2.226, -0.337], [-3.562, -3.158, -1.417], [-3.274, -1.627, -2.326], [4.578, -4.908, 6.226], [3.176, -4.502, 7.372], [1.896, -4.179, 6.712], [2.018, -2.602, 5.879], [3.611, -3.712, 7.984], [3.150, -5.462, 7.888], [1.109, -4.049, 7.455], [1.491, -5.000, 6.121], [2.043, 5.920, 0.957], [1.336, 4.523, 0.015], [0.870, 4.947, -1.420], [2.137, 5.884, -2.193], [0.545, 3.989, 0.543], [2.137, 3.802, -0.147], [0.001, 5.604, -1.379], [0.635, 4.037, -1.973], [-2.298, 3.281, 1.612], [-2.674, 2.808, 3.342], [-1.998, 1.405, 3.557], [-2.223, 0.784, 5.272], [-3.764, 2.797, 3.327], [-2.403, 3.553, 4.090], [-0.939, 1.571, 3.359], [-2.387, 0.662, 2.861], [-4.617, 0.076, -8.572], [-3.829, 0.162, -6.897], [-3.321, -1.240, -6.516], [-2.170, -1.964, -7.761], [-4.579, 0.590, -6.233], [-2.974, 0.833, -6.976], [-4.153, -1.942, -6.461], [-2.788, -1.191, -5.567], [0.466, -0.074, 1.891], [0.682, -0.687, 0.286], [-0.446, -0.209, -0.583], [-0.597, 1.585, -0.903], [0.876, -1.759, 0.321], [1.629, -0.231, -0.004], [-1.385, -0.631, -0.225], [-0.447, -0.798, -1.501], [-7.516, 0.627, -2.229], [-7.411, 1.423, -0.602], [-6.067, 2.076, -0.336], [-6.040, 2.945, 1.224], [-7.651, 0.682, 0.161], [-8.222, 2.122, -0.402], [-5.915, 2.859, -1.079], [-5.229, 1.381, -0.379], [2.553, -8.670, 1.113], [1.064, -7.775, 1.475], [1.365, -6.616, 2.404], [1.999, -7.303, 3.906], [0.479, -8.584, 1.912], [0.711, -7.450, 0.495], [0.444, -6.087, 2.648], [2.154, -5.932, 2.092], [-2.783, 0.966, -3.690], [-2.796, 2.763, -3.648], [-2.463, 3.263, -5.104], [-2.047, 5.019, -4.976], [-2.043, 3.140, -2.956], [-3.823, 2.961, -3.341], [-3.412, 3.213, -5.638], [-1.606, 2.777, -5.570], [5.544, -2.501, -1.525], [3.745, -2.397, -1.400], [3.231, -3.326, -2.506], [1.523, -2.969, -2.787], [3.357, -1.391, -1.559], [3.546, -2.653, -0.359], [3.313, -4.376, -2.229], [3.607, -3.105, -3.505], [0.962, 0.911, -7.403], [2.128, 0.402, -6.125], [1.459, 0.259, -4.764], [0.956, 1.923, -4.365], [3.021, 1.022, -6.041], [2.546, -0.579, -6.350], [2.001, -0.102, -3.890], [0.555, -0.307, -4.988], [0.136, 3.131, 7.296], [1.218, 1.912, 6.589], [1.806, 2.533, 5.338], [0.754, 3.491, 4.287], [0.698, 0.983, 6.354], [2.033, 1.599, 7.241], [2.290, 1.722, 4.793], [2.609, 3.231, 5.573]],
  "mulliken_charge": [-0.19, 0.77, -0.48, -0.20, -0.69, 0.15, 0.40, 0.23, -0.16, -0.34, -0.63, 0.01, 0.10, 0.41, 0.31, 0.33, -0.13, -0.24, -0.51, -0.20, 0.11, 0.25, 0.37, 0.32, -0.02, -0.23, -0.03, -0.22, -0.28, 0.41, 0.37, -0.08, -0.20, -0.55, -0.23, -0.11, 0.35, 0.32, 0.27, 0.16, -0.22, 0.41, 0.28, -0.20, 0.00, -0.25, 0.34, -0.36, -0.13, -0.64, 0.82, -0.23, 0.38, 0.39, -0.49, -0.14, -0.21, -0.20, -0.08, -0.20, 0.25, 0.13, 0.36, -0.06, 0.25, -0.42, 0.18, 0.19, 0.33, -0.13, -0.40, 0.13, -0.18, -0.60, 0.09, -0.21, 0.33, 0.44, 0.26, -0.09, -0.20, -0.43, -0.04, -0.19, 0.31, 0.29, 0.03, 0.22, -0.03, -0.19, -0.23, -0.20, -0.12, 0.39, 0.36, 0.06, -0.21, 0.04, -0.53, -0.16, -0.07, 0.24, 0.40, 0.31, -0.16, -0.33, -0.02, -0.16, 0.13, 0.39, -0.15, 0.24, -0.19, -0.33, -0.36, -0.14, 0.13, 0.41, 0.22, 0.25]
}

=====

[2]
{
  "formula": "C30H60FN5O7",
  "method": "ωB97M-V with the def2-TZVPD basis set",
  "s2": 0.754,
  "spin_multiplicity": 2,
  "charge": 1,
  "species": ["C", "C", "C", "O", "C", "C", "C", "C", "C", "C", "O", "C", "C", "O", "C", "C", "F", "N", "C", "N", "O", "C", "C", "N", "C", "C", "C", "O", "N", "C", "C", "O", "H", "H", "H", "H", "H", "H", "H", "H", "H", "H", "H", "H", "H", "H", "H", "H", "H", "H", "H", "H", "H", "H", "H", "H", "H", "H", "H", "H", "H", "H", "H", "H", "H", "H", "H", "H", "H", "H", "H", "H", "H", "H", "C", "C", "C", "C", "C", "C", "N", "O", "C", "C", "C", "H", "H", "H", "H", "H", "H", "H", "H", "H", "H", "H", "H", "H", "H", "H", "H", "H", "H"],
  "positions_angstrom": [[1.930, 0.979, 2.630], [2.667, 1.123, 1.269], [2.656, -0.218, 0.489], [2.487, 0.072, -0.908], [1.186, -0.263, -1.325], [0.709, 0.518, -2.543], [1.382, 1.901, -2.702], [0.773, 2.678, -3.867], [-0.144, 3.777, -3.226], [0.592, 4.861, -2.437], [0.701, 6.066, -3.189], [1.359, 7.088, -2.564], [1.471, 7.178, -1.058], [1.848, 7.907, -3.231], [1.789, 3.385, -4.820], [3.108, 3.854, -4.246], [1.167, 4.444, -5.433], [-0.146, 1.895, -4.747], [-0.179, 0.552, -4.613], [-1.122, -0.096, -5.217], [-1.252, -1.456, -5.145], [-2.483, -1.761, -4.444], [-2.284, -1.869, -2.931], [-3.589, -2.047, -2.291], [-3.821, -1.096, -1.209], [-5.167, -1.421, -0.527], [-4.967, -2.537, 0.512], [-5.753, -0.275, 0.056], [0.693, -0.226, -3.828], [1.982, -0.263, -4.558], [3.176, -0.828, -3.784], [4.173, -1.202, -4.733], [1.528, 1.943, 2.933], [2.624, 0.583, 3.367], [1.087, 0.306, 2.463], [3.697, 1.438, 1.435], [2.182, 1.892, 0.665], [3.631, -0.692, 0.613], [1.917, -0.924, 0.873], [0.450, -0.157, -0.521], [1.151, -1.331, -1.595], [-0.340, 0.772, -2.339], [2.454, 1.732, -2.766], [1.224, 2.390, -1.743], [-0.770, 4.235, -3.990], [-0.807, 3.270, -2.521], [1.546, 4.506, -2.041], [-0.014, 5.075, -1.550], [2.077, 8.025, -0.769], [1.834, 6.264, -0.589], [0.473, 7.357, -0.643], [2.004, 2.673, -5.627], [3.708, 3.077, -3.777], [3.699, 4.218, -5.089], [3.021, 4.713, -3.586], [-0.065, 2.152, -5.728], [-1.837, 0.378, -5.765], [-3.241, -0.989, -4.618], [-2.903, -2.680, -4.842], [-1.823, -0.958, -2.547], [-1.691, -2.761, -2.716], [-3.683, -2.983, -1.919], [-3.043, -1.129, -0.426], [-3.879, -0.067, -1.574], [-5.863, -1.749, -1.299], [-5.841, -2.664, 1.146], [-4.081, -2.294, 1.104], [-4.804, -3.474, -0.028], [-5.286, -0.052, 0.873], [2.291, 0.694, -4.998], [1.844, -0.923, -5.418], [2.940, -1.690, -3.164], [3.631, -0.082, -3.129], [4.671, -0.399, -4.927], [0.736, -4.666, 5.358], [0.634, -3.224, 4.806], [1.309, -2.244, 5.772], [0.495, -1.940, 7.026], [-0.925, -1.519, 6.655], [-1.631, -2.530, 5.745], [-0.802, -2.880, 4.553], [-0.861, -1.891, 3.715], [-1.979, -3.795, 6.554], [-2.988, -1.963, 5.327], [1.452, -3.248, 3.516], [-0.068, -5.296, 4.974], [1.672, -5.136, 5.057], [0.719, -4.709, 6.446], [1.498, -1.299, 5.251], [2.286, -2.633, 6.068], [0.481, -2.806, 7.693], [0.978, -1.136, 7.585], [-1.509, -1.374, 7.566], [-0.884, -0.544, 6.158], [-2.401, -4.567, 5.909], [-2.725, -3.560, 7.314], [-1.136, -4.222, 7.090], [-2.901, -0.993, 4.838], [-3.618, -1.819, 6.205], [-3.506, -2.644, 4.649], [1.005, -3.920, 2.780], [2.465, -3.597, 3.712], [1.548, -2.257, 3.070]],
  "lowdin_spin": [0.00, 0.00, 0.00, 0.00, 0.00, 0.00, 0.00, 0.00, 0.00, 0.00, 0.00, 0.00, 0.00, 0.00, 0.00, 0.00, 0.00, 0.00, 0.00, 0.00, 0.00, 0.00, 0.00, 0.00, 0.00, 0.00, 0.00, 0.00, 0.00, 0.00, 0.00, 0.00, 0.00, 0.00, 0.00, 0.00, 0.00, 0.00, 0.00, 0.00, 0.00, 0.00, 0.00, 0.00, 0.00, 0.00, 0.00, 0.00, 0.00, 0.00, 0.00, 0.00, 0.00, 0.00, 0.00, 0.00, 0.00, 0.00, 0.00, 0.00, 0.00, 0.00, 0.00, 0.00, 0.00, 0.00, 0.00, 0.00, 0.00, 0.00, 0.00, 0.00, 0.00, 0.00, 0.00, 0.03, 0.01, 0.00, 0.01, 0.03, 0.36, 0.54, 0.00, 0.00, 0.00, 0.00, 0.00, 0.00, 0.00, 0.00, 0.00, 0.00, 0.00, 0.00, 0.00, 0.00, 0.00, 0.00, 0.00, 0.00, 0.00, 0.00, 0.00]
}

=====

How do the records compare in E_tot? In the order shown, they have -14984.82946 -2078.98831 Eh.
How do the records compare in max |F|? In the order shown, they have 2.28 3.26 eV/A.